13 unconnected molecules or ions with the total composition C70H95N7O10 in a non-equilibrium geometry. Source: the Open Molecules 2025 dataset; level of theory: the ωB97M-V functional and the def2-TZVPD basis.

Each line ends with the Mulliken charge.
Geometry (Å):
O1 1.65 3.21 -5.86  -0.0998
O2 -2.12 4.29 -1.68  -0.3318
O3 -2.97 -6.82 1.10  -0.6334
O4 -0.41 3.64 -2.75  -0.3648
O5 -3.48 0.10 -1.37  0.1672
O6 -2.47 -4.76 0.57  -0.2687
O7 1.68 5.03 -0.03  -0.5714
O8 1.86 5.92 -2.02  -0.6121
O9 0.48 1.33 0.83  -0.1840
O10 1.76 -2.18 4.80  -0.1125
N1 -2.84 -5.88 0.30  0.8799
N2 -0.55 -2.14 -0.29  0.0569
N3 0.45 0.84 -4.95  -0.4581
N4 3.57 -1.35 7.98  -0.7812
N5 -0.98 -0.62 -2.76  -0.0684
N6 -1.45 4.31 -2.73  0.6802
N7 2.22 5.10 -1.12  1.1003
C1 -4.60 -1.02 1.17  -0.4580
C2 -3.02 5.90 -3.78  -0.3239
C3 -3.64 -6.68 -3.78  -0.5549
C4 -2.30 -0.54 -3.39  0.8917
C5 -3.18 3.20 5.52  -0.7668
C6 -2.70 -5.25 -2.11  0.7001
C7 2.42 0.18 -3.73  -1.2897
C8 1.23 -2.14 7.91  -1.3833
C9 -3.51 6.90 2.19  -0.5673
C10 -0.32 -1.42 2.04  -1.0703
C11 -1.42 6.01 -6.01  -0.4496
C12 3.38 4.18 -1.43  0.0019
C13 -3.49 -2.11 2.98  -0.5189
C14 -1.53 1.87 4.28  -0.5320
C15 2.43 -1.34 5.72  -0.6295
C16 -2.95 2.37 6.61  -0.3186
C17 0.31 -8.20 0.57  -0.3467
C18 3.68 -3.39 -1.59  -0.4411
C19 2.31 4.03 -6.83  -0.7346
C20 5.55 2.51 -1.97  -0.7258
C21 -1.85 5.09 -3.87  -0.1063
C22 5.08 1.85 3.22  -0.5982
C23 -4.01 -7.60 -2.78  -0.5081
C24 4.45 -2.40 -1.09  0.0669
C25 -3.44 -0.89 -2.37  -0.6146
C26 4.25 -4.48 -2.24  -0.6355
C27 -2.47 6.85 -5.85  -0.3925
C28 -4.76 0.12 1.92  -0.5812
C29 -3.99 4.83 1.06  0.2136
C30 -0.52 -0.95 0.55  2.7927
C31 3.75 1.46 3.19  -1.0679
C32 5.83 -2.55 -1.22  -0.4150
C33 5.42 3.76 -2.67  -0.5206
C34 -2.50 2.91 4.31  -0.4519
C35 3.48 0.21 2.70  0.5861
C36 -3.04 5.67 1.76  -0.4832
C37 -1.24 1.19 5.48  -0.3378
C38 -3.95 -2.13 1.65  -0.1210
C39 6.45 -3.59 -1.86  -0.6080
C40 4.58 2.14 -1.09  -0.2859
C41 -4.30 0.12 3.19  -0.7947
C42 0.27 -5.92 -0.18  -0.3968
C43 -1.99 1.39 6.65  -0.7742
C44 5.76 -0.24 2.29  -1.1906
C45 -4.08 1.32 -1.77  -0.7782
C46 1.66 1.36 -4.35  1.4105
C47 -5.30 5.18 0.95  -0.5267
C48 -2.98 -5.52 -3.43  -0.9519
C49 5.66 -4.65 -2.33  -0.3702
C50 -3.38 6.74 -4.87  -0.7669
C51 4.45 -0.63 2.23  -0.1965
C52 0.80 -5.45 1.01  0.3336
C53 -3.11 -6.15 -1.11  -0.1423
C54 2.54 -2.03 7.14  0.6259
C55 6.08 1.03 2.75  -0.5642
C56 2.50 -3.27 4.28  -0.3014
C57 2.42 2.09 -5.47  -1.2610
C58 -5.71 6.38 1.42  -0.3321
C59 1.15 -6.44 1.97  -0.3300
C60 0.62 0.05 0.11  1.1466
C61 0.05 -7.29 -0.47  -0.6130
C62 -2.27 -1.43 -4.63  -1.3860
C63 0.82 -7.75 1.77  -0.6869
C64 -0.47 2.24 0.33  -0.0258
C65 -3.82 -7.33 -1.44  -0.5905
C66 3.53 2.95 -0.76  -0.0706
C67 -4.82 7.30 2.00  -0.5900
C68 -3.53 -0.94 3.68  -0.1254
C69 -1.11 5.13 -5.02  0.0121
C70 4.32 4.57 -2.39  -0.6632
H1 -3.84 3.84 0.66  0.3165
H2 -1.03 1.55 3.38  0.6901
H3 -4.23 7.38 -4.74  0.3785
H4 -1.52 -0.53 0.46  -0.6565
H5 2.83 2.61 -0.01  0.6135
H6 3.62 -5.29 -2.58  0.3959
H7 0.69 -1.20 7.82  0.2529
H8 -0.22 4.51 -5.12  0.3115
H9 -3.99 -6.92 -4.78  0.3873
H10 -0.98 0.08 -2.03  -0.2425
H11 -5.08 -1.09 0.20  0.3259
H12 -3.92 -3.02 1.04  0.4199
H13 -6.05 4.61 0.42  0.3699
H14 -3.06 -0.86 4.65  0.5313
H15 1.62 -0.36 0.25  -0.0097
H16 2.51 -0.63 -4.46  0.3667
H17 -2.66 -4.90 -4.25  0.3480
H18 7.52 -3.75 -1.96  0.3762
H19 4.26 -1.63 1.88  0.8095
H20 -2.98 -2.97 3.40  0.3917
H21 -4.01 3.90 5.53  0.4113
H22 -2.31 -2.49 -4.41  -0.0351
H23 1.39 2.12 -3.61  -0.5228
H24 -1.50 -1.31 -5.39  0.2565
H25 2.87 -3.98 5.03  0.4235
H26 -0.98 -1.99 -1.19  0.0774
H27 0.01 1.55 -5.51  0.1938
H28 0.08 2.65 -0.51  -0.1573
H29 -5.15 8.30 2.24  0.3911
H30 -0.28 -7.65 -1.43  0.4597
H31 6.65 -0.80 2.05  0.3890
H32 -2.50 7.53 -6.70  0.3605
H33 -4.89 1.28 -2.49  0.4381
H34 0.62 -1.97 2.07  -0.0529
H35 0.18 -9.22 0.23  0.3909
H36 -2.82 7.59 2.67  0.3860
H37 -3.35 2.09 -2.03  0.0934
H38 3.09 -0.59 8.44  0.2863
H39 6.41 -1.72 -0.86  0.2908
H40 -6.76 6.57 1.23  0.3301
H41 3.40 -0.96 5.41  0.2005
H42 2.60 1.46 -6.35  0.4232
H43 3.45 0.50 -3.58  0.4027
H44 0.68 0.11 -0.97  -1.4026
H45 -0.23 -0.70 2.85  -0.1270
H46 -3.25 -1.15 -5.02  0.4643
H47 -5.37 0.92 1.52  0.4978
H48 1.05 -4.42 1.18  0.0126
H49 -3.22 -1.87 -1.96  -0.2655
H50 2.46 -0.11 2.59  0.5456
H51 -0.32 -0.23 -3.41  0.1029
H52 -2.07 5.28 2.06  0.5683
H53 -3.56 2.62 7.48  0.3423
H54 3.40 -2.78 3.90  0.2833
H55 -1.42 1.93 -0.10  0.0544
H56 7.06 1.45 2.93  0.3954
H57 1.20 -8.50 2.44  0.3499
H58 -4.13 -7.99 -0.65  0.4914
H59 0.64 -2.90 7.39  0.3490
H60 2.01 -3.70 3.41  -0.3513
H61 1.82 -0.16 -2.89  0.0525
H62 -1.73 0.84 7.54  0.4476
H63 1.57 4.77 -7.14  0.1152
H64 4.78 1.21 -0.58  0.3690
H65 1.36 -2.36 8.97  0.4185
H66 5.31 2.81 3.66  0.3944
H67 -0.58 3.07 1.04  0.2095
H68 -4.40 -0.95 -2.89  0.6899
H69 -1.15 -2.12 2.14  -0.0007
H70 -4.61 1.66 -0.88  0.0757
H71 -2.70 3.52 3.44  0.6109
H72 4.17 5.48 -2.96  0.4890
H73 0.78 0.16 -5.62  0.3277
H74 -0.54 0.37 5.45  0.5778
H75 3.24 4.40 -6.38  0.3073
H76 -0.03 -5.29 -1.00  0.4324
H77 2.88 -3.05 6.94  0.0963
H78 -2.52 0.48 -3.69  0.0575
H79 6.39 1.86 -2.21  0.4606
H80 -2.09 -4.39 -1.86  0.3800
H81 6.14 -5.52 -2.76  0.3678
H82 4.10 -1.46 -0.70  0.3170
H83 2.97 2.08 3.61  0.4854
H84 1.73 -6.08 2.81  0.3626
H85 6.14 4.09 -3.41  0.4081
H86 -1.10 -2.84 0.17  -0.2566
H87 -4.40 1.08 3.68  0.4620
H88 2.51 3.54 -7.78  0.3014
H89 -0.78 5.99 -6.88  0.3566
H90 -4.52 -8.52 -3.05  0.4047
H91 1.76 -0.48 5.79  0.3365
H92 2.64 -3.28 -1.34  0.6432
H93 4.17 -0.87 7.33  0.3052
H94 -3.63 5.89 -2.89  0.5163
H95 3.37 2.49 -5.12  0.4427

Summary:
LUMO energy in eV: -0.7
Gap between HOMO and LUMO in eV: 7.6263